No. 1
ORCA calculation (ωB97M-V with the def2-TZVPD basis set) on the ion C9H14N3 with charge +1.

```
26
Properties=species:S:1:pos:R:3
C -1.51 -1.49 -1.05
C -1.71 -1.36 0.43
C -0.77 -1.00 1.31
C -0.82 -1.17 2.86
N 0.68 -0.82 0.81
C 1.10 0.08 -0.04
N 2.37 -0.13 -0.55
C 2.83 0.49 -1.58
C 2.14 1.58 -2.06
C 0.98 1.90 -1.43
N 0.45 1.20 -0.45
C -0.76 1.68 0.16
H -1.46 -2.58 -1.27
H -0.58 -1.08 -1.52
H -2.30 -1.08 -1.62
H -2.60 -1.94 0.74
H 0.03 -0.61 3.36
H -0.74 -2.10 3.30
H -1.80 -0.77 3.04
H 1.25 -1.34 1.42
H 3.77 0.12 -2.02
H 2.41 2.25 -2.88
H 0.33 2.74 -1.86
H -1.55 0.99 -0.14
H -0.74 1.77 1.21
H -0.99 2.67 -0.18
```

Largest force on an atom ... 5.30 eV/A
Structure (SMILES) ... C/C=C(C)\[NH+]=c1\ncccn1C
Charge ... +1
ΔE to the lowest compared entry with this formula, charge and spin ... 37.5 kcal per mole

No. 2
ORCA calculation (ωB97M-V with the def2-TZVPD basis set) on a cluster of 9 separate species, C32H89N7O11 in total.

```
139
Properties=species:S:1:pos:R:3
C 4.36 -0.64 -0.06
O 5.50 -0.35 0.68
C 6.21 -1.50 1.05
C 7.29 -1.20 2.06
C 8.19 -0.07 1.58
N 8.06 -2.43 2.33
H 3.58 -1.19 0.51
H 4.61 -1.43 -0.79
H 3.79 0.19 -0.46
H 5.50 -2.26 1.43
H 6.70 -1.95 0.17
H 6.85 -0.98 3.04
H 7.66 0.87 1.74
H 8.48 -0.16 0.54
H 9.07 -0.02 2.23
H 7.44 -3.09 2.80
H 8.34 -2.93 1.49
C -2.79 3.17 5.31
O -1.98 4.20 4.82
C -2.35 4.67 3.55
C -1.25 5.60 3.05
C 0.07 4.84 2.90
N -1.09 6.71 4.03
H -3.82 3.51 5.44
H -2.41 2.81 6.27
H -2.78 2.27 4.67
H -2.48 3.85 2.84
H -3.28 5.26 3.59
H -1.56 6.03 2.10
H 0.74 5.49 2.33
H -0.08 3.88 2.40
H 0.52 4.69 3.88
H -0.17 7.10 3.87
H -1.09 6.26 4.94
C -5.05 4.26 0.68
O -5.50 2.92 0.51
C -4.71 1.96 1.15
C -5.54 0.70 1.30
C -4.72 -0.48 1.81
N -6.13 0.35 -0.01
H -4.83 4.47 1.73
H -5.89 4.90 0.42
H -4.18 4.43 0.04
H -3.80 1.74 0.56
H -4.36 2.27 2.15
H -6.33 0.90 2.03
H -5.14 -1.48 1.82
H -4.43 -0.20 2.83
H -3.75 -0.46 1.29
H -6.34 1.20 -0.51
H -5.47 -0.18 -0.57
C -4.82 1.71 -3.55
O -4.49 0.43 -4.04
C -3.19 0.34 -4.59
C -2.88 1.26 -5.79
C -1.96 0.54 -6.78
N -2.40 2.56 -5.34
H -5.87 1.68 -3.27
H -4.77 2.47 -4.34
H -4.14 2.02 -2.75
H -2.48 0.50 -3.77
H -3.08 -0.67 -4.96
H -3.89 1.41 -6.18
H -1.27 1.24 -7.24
H -2.53 0.02 -7.55
H -1.36 -0.22 -6.27
H -1.41 2.56 -5.09
H -2.44 3.23 -6.10
C 2.59 -3.30 2.45
O 1.36 -2.91 1.85
C 0.63 -4.04 1.42
C -0.69 -3.69 0.80
C -1.73 -3.04 1.69
N -1.26 -4.95 0.20
H 3.08 -4.04 1.80
H 2.40 -3.71 3.44
H 3.18 -2.39 2.55
H 1.27 -4.57 0.70
H 0.44 -4.75 2.24
H -0.64 -3.04 -0.08
H -1.26 -2.21 2.22
H -2.15 -3.75 2.42
H -2.58 -2.69 1.11
H -2.25 -4.80 0.02
H -0.82 -5.07 -0.70
C 5.01 -0.71 -4.07
O 3.81 -1.39 -3.90
C 3.33 -2.03 -5.06
C 2.11 -2.82 -4.67
C 1.55 -3.54 -5.88
N 1.06 -1.96 -4.07
H 5.27 -0.21 -3.14
H 5.02 0.10 -4.80
H 5.82 -1.42 -4.30
H 3.14 -1.26 -5.83
H 4.08 -2.71 -5.49
H 2.45 -3.54 -3.92
H 1.59 -2.89 -6.76
H 0.51 -3.86 -5.85
H 2.21 -4.36 -6.19
H 1.46 -1.50 -3.25
H 0.98 -1.19 -4.74
C 1.89 0.09 2.97
O 1.78 0.47 4.34
C 0.84 1.48 4.59
C 1.05 2.11 5.92
C 2.43 2.76 6.05
N 0.72 1.18 7.00
H 1.29 -0.82 2.94
H 2.92 -0.08 2.69
H 1.52 0.88 2.30
H 0.78 2.23 3.79
H -0.15 0.98 4.53
H 0.37 2.97 6.01
H 2.58 3.57 5.33
H 3.21 2.02 5.88
H 2.54 3.20 7.05
H 1.22 1.44 7.84
H 1.01 0.24 6.74
O -0.40 2.07 0.40
C -0.91 0.75 0.29
C -0.29 -0.04 -0.84
O 1.10 -0.32 -0.73
H 0.55 2.00 0.52
H -0.63 0.21 1.21
H -1.98 0.78 0.11
H -0.51 0.56 -1.75
H -0.93 -0.91 -1.02
H 1.10 -1.28 -0.78
O -2.87 -5.48 -4.73
C -1.99 -4.64 -3.97
C -2.31 -3.20 -4.29
O -1.72 -2.33 -3.36
H -2.53 -6.38 -4.71
H -2.12 -4.79 -2.89
H -0.96 -4.92 -4.24
H -3.38 -3.01 -4.36
H -2.03 -2.97 -5.34
H -0.80 -2.19 -3.65
```

Largest force on an atom ... 2.51 eV/A
Structure (SMILES) ... COC[C@H](C)N.COC[C@H](C)N.COC[C@H](C)N.COC[C@H](C)N.COC[C@H](C)N.COC[C@H](C)N.COC[C@H](C)N.OCCO.OCCO
ΔE to the lowest compared entry with this formula, charge and spin ... 90.4 kcal per mole

No. 3
ORCA calculation (ωB97M-V with the def2-TZVPD basis set) on a cluster of 11 separate species, C21H64N8O11 in total.

```
104
Properties=species:S:1:pos:R:3
N -1.68 0.93 2.92
C -1.52 1.26 4.18
N -0.33 1.03 4.61
O -2.55 1.82 4.89
H -2.46 1.22 2.41
H -0.89 0.51 2.39
H -0.39 1.16 5.62
H 0.37 0.44 4.29
N 5.91 -0.09 0.14
C 4.64 -0.01 -0.19
N 4.36 1.01 -0.96
O 3.61 -0.67 0.45
H 6.12 -0.83 0.89
H 6.57 0.41 -0.46
H 3.36 1.08 -1.15
H 5.09 1.33 -1.67
N 1.44 -0.30 -3.90
C 1.77 0.62 -3.06
N 2.14 1.67 -3.71
O 1.74 0.63 -1.72
H 1.68 -0.30 -4.90
H 1.28 -1.25 -3.52
H 2.36 2.48 -3.09
H 1.61 2.00 -4.47
N -2.86 3.91 -0.30
C -3.40 2.73 -0.31
N -3.59 2.33 -1.50
O -3.56 1.93 0.82
H -2.36 3.93 0.62
H -2.61 4.63 -1.01
H -3.77 1.38 -1.78
H -3.38 2.99 -2.19
C 0.63 -2.78 -1.15
C 2.12 -2.96 -1.67
C 2.83 -4.24 -1.29
O 2.29 -2.86 -2.92
H 0.62 -2.76 -0.12
H 0.14 -3.58 -1.70
H 0.33 -1.78 -1.40
H 2.70 -2.13 -1.29
H 2.39 -5.05 -1.76
H 2.89 -4.39 -0.20
H 3.86 -4.27 -1.59
H 3.18 -2.70 -3.06
C -1.80 0.45 -3.65
C -2.84 -0.66 -3.23
C -2.24 -1.84 -2.43
O -3.88 -0.21 -2.76
H -0.96 -0.06 -4.18
H -1.36 0.97 -2.84
H -2.32 1.06 -4.23
H -3.07 -1.18 -4.13
H -2.14 -1.45 -1.34
H -1.23 -2.14 -2.67
H -2.86 -2.63 -2.30
H -4.35 -0.97 -2.51
C 1.67 -2.12 2.39
C 0.29 -2.34 2.88
C -0.36 -3.72 2.60
O 0.10 -2.04 4.05
H 1.91 -2.71 1.47
H 2.41 -2.44 3.10
H 1.93 -1.14 2.00
H -0.36 -1.68 2.37
H 0.21 -4.61 3.00
H -0.39 -3.85 1.53
H -1.37 -3.80 3.02
H -0.82 -2.04 4.29
C 0.20 3.82 -2.56
C 1.46 4.24 -1.78
C 1.36 3.81 -0.30
O 2.62 3.84 -2.14
H 0.00 2.72 -2.47
H 0.15 4.30 -3.52
H -0.67 4.10 -2.05
H 1.47 5.30 -1.71
H 1.69 4.51 0.39
H 2.01 2.93 -0.11
H 0.39 3.57 0.11
H 3.27 4.35 -1.70
C -3.02 -1.87 1.23
C -3.51 -1.71 2.55
C -4.27 -2.96 3.04
O -2.62 -1.43 3.39
H -2.77 -0.86 0.88
H -3.82 -2.20 0.57
H -2.18 -2.50 1.20
H -4.29 -0.96 2.51
H -4.51 -3.14 4.07
H -3.71 -3.78 2.66
H -5.28 -3.08 2.68
H -2.16 -0.61 3.14
C -0.67 0.86 -0.09
O 0.35 0.54 0.78
H -1.64 0.70 0.31
H -0.59 0.19 -0.93
H -0.71 1.90 -0.54
H 1.10 0.29 0.24
C 2.06 2.23 2.62
O 1.94 2.92 3.86
H 1.22 2.59 2.01
H 2.03 1.12 2.75
H 2.92 2.59 2.09
H 1.24 2.38 4.19
```

Largest force on an atom ... 12.34 eV/A
Structure (SMILES) ... NC(N)=O.NC(N)=O.NC(N)=O.NC(N)=O.CC(C)O.CC(C)O.CC(C)O.CC(C)O.CC(C)O.CO.CO
ΔE to the lowest compared entry with this formula, charge and spin ... 263.7 kcal per mole